{
  "formula": "C37H94F3O13Zn",
  "method": "ωB97M-V with the def2-TZVPD basis set",
  "species": ["Zn", "F", "F", "F", "O", "O", "O", "O", "O", "O", "O", "O", "O", "O", "O", "O", "O", "C", "C", "C", "C", "C", "C", "C", "C", "C", "C", "C", "C", "C", "C", "C", "C", "C", "C", "C", "C", "C", "C", "C", "C", "C", "C", "C", "C", "C", "C", "C", "C", "C", "C", "C", "C", "C", "H", "H", "H", "H", "H", "H", "H", "H", "H", "H", "H", "H", "H", "H", "H", "H", "H", "H", "H", "H", "H", "H", "H", "H", "H", "H", "H", "H", "H", "H", "H", "H", "H", "H", "H", "H", "H", "H", "H", "H", "H", "H", "H", "H", "H", "H", "H", "H", "H", "H", "H", "H", "H", "H", "H", "H", "H", "H", "H", "H", "H", "H", "H", "H", "H", "H", "H", "H", "H", "H", "H", "H", "H", "H", "H", "H", "H", "H", "H", "H", "H", "H", "H", "H", "H", "H", "H", "H", "H", "H", "H", "H", "H", "H"],
  "xyz": [[0.10497, -3.86078, -1.77726], [-1.61335, -1.56409, 2.73006], [-0.99197, -3.38731, 1.93831], [0.44690, -1.94500, 2.53048], [3.04419, -2.03312, -0.13661], [-0.36564, -2.12227, -0.62483], [-5.78082, -4.05879, 1.96538], [1.83135, 5.06088, 4.40297], [-4.17881, 3.99515, -1.26146], [-0.21815, -0.12575, 0.43390], [-0.84882, -5.06293, -0.21074], [1.33827, -0.07044, -1.88306], [-1.70656, -3.65029, -2.87038], [2.96016, 7.30189, -0.61024], [1.78942, -4.28285, -0.56658], [1.23854, -2.62644, -3.17529], [-0.65490, 6.40199, 4.72611], [-0.26529, 0.64739, -3.50036], [0.82748, 6.57351, -1.52519], [3.72305, -5.71875, -0.79801], [2.31749, -2.94260, -4.06682], [2.46847, -5.23833, 1.45735], [1.31787, 2.85247, 4.44740], [-1.81505, 3.32951, -1.43493], [0.29464, 2.13879, 0.95916], [1.05230, 0.93922, -2.76916], [2.35455, -5.45296, -0.09235], [-5.79905, -2.77837, 3.97291], [-2.20429, -2.26837, -4.67549], [3.81252, 3.76482, 4.50438], [4.12931, -1.32528, 0.42936], [-2.86230, 4.39513, -1.81205], [-4.07331, -3.15310, -3.06215], [1.94897, -2.39969, -5.47305], [-0.85655, -1.40506, 0.51475], [-1.54667, -6.34459, 0.04267], [-1.08490, 6.71784, 3.38298], [5.43230, -2.21515, 0.23940], [-2.94289, 4.60355, -3.30686], [-3.10628, -6.12541, -0.01206], [1.70926, 6.79324, -0.28961], [3.63990, -2.30519, -3.45053], [2.24493, 1.17111, -3.80530], [-1.61152, 5.47786, 2.77082], [-2.59695, -2.58008, -3.23558], [-1.13738, -6.84438, 1.38128], [-0.70773, 0.97371, 1.23825], [2.30114, 3.87580, 4.96244], [-0.71624, -2.06521, 1.94328], [2.03753, 5.47443, 0.52001], [3.88075, -0.83944, 1.87683], [-2.08808, 7.80280, 3.69748], [-4.94765, -1.76878, 1.85042], [-5.05521, -3.05402, 2.66204], [-2.20371, 4.85076, 3.43726], [1.59036, 1.92568, 4.95229], [-0.79674, -4.76022, 0.69879], [1.71924, -6.31042, -0.31424], [-1.95955, 4.88260, -3.68537], [2.90099, 5.52242, 1.18350], [4.52406, 0.01229, 2.09780], [-3.63767, 5.42613, -3.47637], [-4.07824, -3.35690, 3.03871], [-3.01282, -1.58753, -4.94165], [3.59113, -6.26165, -1.73394], [0.57952, -0.21351, -1.31260], [-5.75278, -4.79001, 2.58678], [2.18026, 3.85950, 6.04560], [4.31748, -2.13523, -4.28724], [0.36565, 2.16769, -0.12813], [-0.22141, 6.98051, 2.77183], [-0.72369, 4.91789, 2.47707], [3.36573, 7.72460, 0.15030], [-2.05004, 3.08903, -0.39808], [4.35012, -6.26236, -0.09135], [4.28378, -4.79637, -0.94934], [-2.57860, 8.03052, 2.75109], [-0.03290, 3.12611, 1.28474], [-3.60393, -5.90857, 0.93316], [2.31481, 4.62588, -0.10542], [0.26345, 3.02938, 4.65957], [2.19159, -1.33820, -5.52269], [-3.80080, -6.82166, -0.48214], [-2.13808, 5.68332, 1.83883], [-1.28017, -7.05046, -0.74398], [-0.23682, 6.59922, -1.29129], [-6.27745, -3.72400, 4.22790], [4.29278, -3.03612, -2.97345], [1.96112, 2.03943, -4.39991], [-2.21308, -3.13100, -5.34174], [-1.94616, -4.40625, -3.41142], [1.23703, 7.46732, 0.42504], [-4.29030, -1.82252, 0.98262], [1.61003, -4.81067, 1.97531], [6.33365, -2.01569, 0.81896], [-0.06201, -0.06572, -4.29928], [0.88502, 1.85658, -2.20473], [3.37844, -4.66107, 1.62119], [-4.77313, -2.50026, -3.58384], [3.09480, 1.43365, -3.17529], [-0.65470, 1.51599, -4.03138], [2.84788, -0.51116, 1.99315], [-1.58357, -6.26034, 2.18621], [1.47745, 2.85720, 3.36915], [-1.27610, -1.69711, -4.69040], [-0.81688, 3.72261, -1.62790], [-2.50719, -1.67848, -2.62964], [-5.93400, -1.52881, 1.45340], [5.20052, -3.27900, 0.18854], [4.40945, 4.64213, 4.75354], [2.44052, 0.30907, -4.44304], [0.18144, 5.93677, 4.65060], [-2.84269, 7.34716, 4.33861], [-3.41300, -5.22348, -0.54173], [-1.67027, 8.75558, 4.02264], [0.96147, -2.69961, -5.82375], [4.36112, -0.46820, -0.20292], [-1.73020, 1.19838, 0.93461], [2.28324, 5.90649, 4.45133], [2.72313, -2.85345, -6.09183], [-1.44363, -7.88557, 1.48249], [3.80264, 3.78821, 3.41466], [-6.48746, -1.94928, 4.13665], [1.31348, 1.93518, 1.28872], [2.61796, -3.98733, -3.98713], [-4.38985, 3.17225, -1.70858], [-0.08145, -6.82025, 1.65060], [-4.66018, -0.93175, 2.48668], [-1.89453, 2.41246, -2.01872], [1.27846, -1.73169, -2.82970], [-4.35206, -3.14356, -2.00843], [-4.27004, -4.18903, -3.33827], [2.64608, -6.16347, 2.00569], [1.07385, 5.61193, -1.97548], [-0.60430, 0.74365, 2.29866], [-3.28951, 3.65657, -3.72061], [5.81469, -1.75444, -0.67145], [1.16659, 5.19728, 1.11395], [-1.92165, -1.22543, 0.36853], [4.16296, -1.54918, 2.65446], [4.31064, 2.87903, 4.89854], [3.54657, -1.41368, -2.83036], [2.48306, -3.64058, -0.39933], [2.21559, -1.57093, 0.00961], [-5.01337, -2.54600, 4.69179], [0.95372, 7.37448, -2.25362], [-1.08306, 0.25620, -2.89511], [-2.48369, 5.32275, -1.38279]],
  "atomic_forces_ev_per_a": [[-0.35, 2.31, 1.77], [-1.61, 1.34, 1.40], [-0.02, -0.92, -0.47], [1.47, 0.35, 0.14], [0.27, -0.65, 0.09], [-0.21, 0.39, 1.97], [0.94, 0.03, -0.39], [-1.77, 1.62, -1.00], [1.62, 1.06, -0.37], [0.15, -0.43, 0.79], [-0.67, -1.64, -0.27], [1.34, -1.47, -0.06], [1.31, -0.74, 1.59], [1.06, 1.06, -1.55], [-1.45, 0.10, -1.72], [-1.17, -2.32, 0.42], [0.59, 0.01, -0.27], [0.26, 0.04, -0.97], [0.33, 0.15, 0.29], [-0.49, 0.12, 1.23], [1.37, 2.04, 1.03], [0.89, -1.10, -0.42], [1.09, -0.59, -0.25], [-0.84, 0.40, -0.13], [-0.73, -0.77, -1.05], [-0.49, 1.20, -1.97], [0.95, -1.47, 1.51], [0.73, -0.05, 0.87], [-1.31, 1.24, 0.74], [-1.34, -0.46, 0.15], [1.80, -0.12, 1.18], [0.02, -1.22, 0.05], [0.78, 1.04, 0.42], [1.83, -1.09, 0.81], [0.84, -0.81, -2.91], [-1.54, 0.53, -1.04], [0.15, 0.44, 2.48], [-0.64, 1.47, -0.71], [-0.26, 0.13, 0.69], [-0.57, 1.00, -0.08], [0.32, -1.69, 1.78], [0.35, -0.60, -1.55], [-1.55, 0.22, 1.90], [-0.08, -0.85, -1.05], [-1.48, -1.62, -1.43], [0.29, -0.59, 1.20], [1.71, 0.46, 0.04], [1.27, 0.58, 0.31], [0.20, -0.19, -1.90], [-1.06, -0.01, -0.38], [0.30, -0.02, -0.46], [-0.47, -0.04, -2.15], [-0.38, -0.28, -0.38], [-1.02, 1.70, 0.64], [-0.15, 0.27, 0.03], [-0.08, -0.45, -0.52], [0.51, 1.22, -0.12], [-0.34, 0.19, 0.03], [-0.02, -0.13, -0.20], [-0.12, 0.79, 0.18], [-0.01, 0.20, -0.27], [-0.09, -0.21, -0.42], [0.35, -0.56, -0.74], [0.14, 0.17, -0.86], [0.14, 0.06, 0.08], [-0.44, -0.24, 0.68], [-0.34, -0.42, -0.23], [0.46, 0.40, 0.30], [-0.16, 0.81, -0.38], [0.04, 0.31, -0.11], [0.05, 0.82, 0.00], [-0.03, -0.45, 0.05], [-0.13, -0.08, 0.04], [0.69, 0.00, 0.12], [-0.01, -0.50, -0.26], [-0.27, 0.17, -0.28], [-0.41, 0.22, -0.11], [-0.11, -0.25, 0.23], [0.59, -0.26, 0.56], [-0.32, 0.05, -0.52], [0.21, 0.53, 0.18], [-0.67, 0.02, 0.03], [0.82, -0.90, -0.07], [-0.29, -0.03, -0.03], [0.28, 0.20, -0.07], [0.02, -0.24, 0.34], [-0.12, 0.19, 0.54], [-0.69, -0.26, 0.83], [0.18, -0.08, -0.15], [0.06, 0.02, 0.11], [-0.19, -0.04, -0.13], [-0.41, 0.17, -0.09], [0.25, -0.15, 0.10], [-0.08, 0.41, -0.60], [-0.64, -0.05, 1.13], [-0.02, -0.30, 0.02], [0.33, 0.40, -0.01], [-0.19, 0.44, 0.23], [-0.02, -0.09, -0.05], [0.30, -0.12, -0.37], [0.09, 0.27, 0.14], [-0.07, -0.05, 0.14], [-0.45, -0.01, -0.03], [-0.26, -0.63, -0.07], [0.03, -0.39, -0.17], [0.11, 0.00, 0.46], [0.55, -0.51, 0.40], [-0.15, -0.02, 0.06], [0.21, 0.19, -0.12], [-0.28, 0.08, 0.57], [-0.03, 0.10, 0.21], [0.25, -0.49, 0.21], [0.15, 0.42, 0.31], [0.78, 0.35, -0.39], [0.09, -0.41, 0.52], [0.09, 0.24, 0.15], [-0.52, 0.36, 0.09], [-0.05, 0.14, 0.22], [0.84, -0.48, 0.62], [-0.22, -0.08, -0.57], [-0.20, 0.05, 0.17], [0.01, -0.48, -0.13], [-0.33, -0.08, -0.97], [-0.22, -0.18, 0.40], [-1.18, -0.34, -0.46], [-0.13, -0.14, -0.08], [0.32, -0.01, -0.73], [0.21, -0.11, 0.01], [-0.29, -0.07, -0.16], [0.32, 1.08, 0.56], [0.13, 0.27, 0.14], [0.53, -0.01, -0.62], [0.13, -0.34, -0.27], [-0.03, 0.06, -0.20], [-0.53, -0.24, 0.06], [-0.02, 0.18, -0.55], [-0.05, -1.16, -0.85], [-0.02, -0.24, 0.12], [-0.44, -0.16, 0.36], [-0.39, -0.43, -0.20], [0.01, -0.03, -0.17], [-0.30, -0.11, -0.17], [0.22, 1.73, -0.17], [-0.35, 0.39, -0.03], [-0.05, -0.28, 0.46], [0.33, -0.03, 0.02], [0.22, -0.01, 0.39], [-0.83, 0.10, 0.58]],
  "gap_ev": 8.02,
  "molar_mass_da": 869.530,
  "charge": 1,
  "largest_force_ev_per_a": 3.14,
  "e_above_lowest_ev": 0.000,
  "e_homo_ev": -11.08,
  "e_lumo_ha": -0.1123
}